Version one
Computed, not measured: a molecular structure, CH4N2Si, with ωB97M-V/def2-TZVPD.

The geometry in XYZ format:
```
8
Properties=species:S:1:pos:R:3
C 1.59 -0.21 -0.18
N 0.68 -0.29 0.82
N 0.97 1.06 0.30
Si -0.67 0.52 0.00
H 2.60 -0.31 0.19
H 1.39 -0.49 -1.19
H -1.26 0.07 -1.41
H -2.60 -1.58 1.68
```

Net charge ... 0

=====

Version two
Computed, not measured: 2 unconnected molecules or ions with the total composition CH4N2Si, with ωB97M-V/def2-TZVPD.

The geometry in XYZ format:
```
8
Properties=species:S:1:pos:R:3
C -2.15 -0.17 0.13
N -2.64 -0.08 1.14
N 0.93 1.08 0.27
Si 1.51 -0.37 -0.03
H 0.40 1.84 -0.25
H 2.44 -0.78 0.92
H -1.82 -0.16 -0.89
H 1.32 -1.37 -1.29
```

Net charge ... 0
Structure (SMILES) ... N=[SiH2].C#N

=====

Least stable of them? version one.